# 1
Here is C33H32BrN5O3RuS as an isolated structure from the Open Molecules 2025 dataset. Energies are from ωB97M-V/def2-TZVPD.

```
! wB97M-V def2-TZVPD RIJCOSX def2/J DEFGRID3
* xyz -1 2
Ru -1.83 -0.42 -0.32
N -2.74 1.35 -0.97
C -3.77 1.19 -2.01
C -5.04 0.57 -1.44
C -4.94 -0.90 -1.01
O -5.98 -1.52 -0.82
O -3.75 -1.38 -0.88
H -3.12 1.83 -0.16
H -1.97 1.93 -1.31
H -3.35 0.55 -2.78
H -4.02 2.16 -2.46
H -5.84 0.63 -2.18
H -5.38 1.14 -0.57
C -0.24 0.64 -0.22
C 0.71 1.45 -0.28
C 1.87 2.20 -0.33
C 2.89 1.94 0.70
C 2.50 1.55 1.99
C 3.44 1.23 2.96
C 4.80 1.30 2.67
C 5.20 1.68 1.39
C 4.27 2.00 0.42
C 2.07 3.20 -1.38
C 3.01 4.24 -1.26
C 3.15 5.19 -2.25
C 2.37 5.14 -3.40
C 1.42 4.13 -3.53
C 1.27 3.18 -2.54
H 1.45 1.49 2.21
H 3.11 0.93 3.94
H 5.54 1.05 3.42
H 6.26 1.72 1.15
H 4.59 2.27 -0.57
H 3.61 4.31 -0.36
H 3.88 5.98 -2.13
H 2.49 5.89 -4.18
H 0.80 4.08 -4.41
H 0.53 2.40 -2.64
C 0.73 -4.08 -2.54
N -0.37 -3.18 -2.80
C -0.32 -1.84 -2.54
N 0.92 -1.30 -2.35
O -1.36 -1.17 -2.52
H 0.41 -5.10 -2.76
H 1.06 -4.06 -1.49
H 1.58 -3.85 -3.18
H -1.31 -3.54 -2.69
H 1.65 -1.90 -2.01
H 0.87 -0.39 -1.88
N -2.83 -3.64 -0.14
C -1.58 -3.48 0.33
N -0.90 -2.36 0.32
C 0.37 -2.57 0.87
C 1.38 -1.62 1.01
C 2.60 -2.00 1.55
C 2.85 -3.31 1.95
C 1.86 -4.27 1.81
C 0.64 -3.88 1.27
S -0.74 -4.89 0.96
H -3.41 -2.78 -0.28
H -3.30 -4.48 0.12
H 1.21 -0.60 0.71
H 3.37 -1.24 1.67
H 3.81 -3.58 2.37
H 2.03 -5.29 2.12
Br -3.56 0.97 6.07
C -3.06 0.59 4.26
C -1.72 0.55 3.91
C -1.37 0.28 2.60
C -2.31 0.02 1.58
C -3.65 0.07 2.01
C -4.03 0.35 3.32
H -0.96 0.74 4.66
H -0.31 0.27 2.35
H -4.45 -0.15 1.30
H -5.08 0.37 3.59
*
```

Calculated values
- relative energy (zero: lowest compared OMol25 entry of this formula, charge and spin) (eV) = 0.248
- gap between HOMO and LUMO (alpha / beta) (eV) = 5.52 / 6.13
- F_max (eV/Å) = 0.47
- E_LUMO (alpha / beta) (eV) = 2.2 / 2.1
- highest occupied orbital energy (alpha / beta) (eV) = -3.28 / -4.06
- DFT total energy (a.u.) = -4843.45107

# 2
Here is C33H32BrNOPSn as an isolated structure in a non-equilibrium geometry from the Open Molecules 2025 dataset. Energies are from ωB97M-V/def2-TZVPD.

```
! wB97M-V def2-TZVPD RIJCOSX def2/J DEFGRID3
* xyz 1 1
Sn 9.54 4.52 15.69
C 9.00 0.98 17.84
C 9.71 0.15 16.80
C 9.10 -1.30 16.84
C 9.60 0.72 15.41
C 8.34 0.88 14.75
C 8.22 1.39 13.48
C 9.33 1.83 12.79
C 9.28 2.67 11.54
C 10.57 1.65 13.40
C 10.71 1.09 14.62
H 8.81 0.31 18.71
H 8.12 1.37 17.42
H 9.55 1.84 18.25
H 10.76 0.09 17.04
H 8.02 -1.27 16.73
H 9.32 -1.88 17.73
H 9.44 -1.86 15.94
H 7.49 0.49 15.27
H 7.23 1.51 13.06
H 9.96 3.55 11.58
H 8.23 3.10 11.41
H 9.48 2.12 10.59
H 11.50 2.03 12.83
H 11.70 1.00 15.03
O 11.01 10.65 14.26
C 10.76 9.36 14.48
C 9.82 8.65 13.71
C 9.53 7.38 14.06
N 10.13 6.71 15.05
C 11.05 7.39 15.71
Br 12.11 6.38 16.88
C 11.40 8.68 15.46
H 10.52 10.94 13.47
H 9.32 9.13 12.88
H 8.93 6.78 13.42
H 12.11 9.17 16.08
C 4.43 1.28 15.86
C 5.05 1.91 16.92
C 5.81 3.08 16.65
C 5.92 3.57 15.38
C 5.25 2.93 14.35
C 4.58 1.76 14.55
P 6.91 5.05 15.01
C 6.08 6.09 13.64
C 5.36 7.24 13.96
C 4.83 8.02 12.93
C 4.91 7.66 11.62
C 5.59 6.48 11.26
C 6.23 5.74 12.27
C 6.97 5.88 16.64
C 5.90 6.44 17.31
C 6.14 6.83 18.63
C 7.40 6.57 19.21
C 8.38 5.85 18.52
C 8.23 5.55 17.20
H 3.90 0.35 16.00
H 4.92 1.55 17.92
H 6.32 3.60 17.48
H 5.30 3.36 13.36
H 4.10 1.25 13.74
H 5.22 7.52 14.97
H 4.27 8.93 13.27
H 4.44 8.27 10.89
H 5.61 6.20 10.24
H 6.77 4.82 12.07
H 4.87 6.50 16.91
H 5.33 7.29 19.24
H 7.72 6.85 20.23
H 9.32 5.63 18.95
*
```

Calculated values
- relative energy (zero: lowest compared OMol25 entry of this formula, charge and spin) (eV) = 0.839
- gap between HOMO and LUMO (eV) = 8.21
- F_max (eV/Å) = 2.95
- E_LUMO (eV) = -2.6
- highest occupied orbital energy (eV) = -10.81
- DFT total energy (a.u.) = -4536.13236

# 3
Here is a 6-piece molecular cluster, C33H32FN6O10P overall in a non-equilibrium geometry from the Open Molecules 2025 dataset. Energies are from ωB97M-V/def2-TZVPD.

```
! wB97M-V def2-TZVPD RIJCOSX def2/J DEFGRID3
* xyz 0 1
O -9.41 -0.73 -4.81
N -8.37 -1.18 -4.37
O -7.48 -1.66 -5.05
C -8.18 -1.15 -2.92
C -9.18 -0.64 -2.11
C -9.01 -0.63 -0.73
C -7.83 -1.12 -0.18
C -6.82 -1.61 -1.00
C -6.99 -1.63 -2.38
H -10.10 -0.25 -2.53
H -9.78 -0.24 -0.09
H -7.69 -1.11 0.90
H -5.91 -1.99 -0.56
H -6.21 -2.02 -3.01
O 0.24 0.93 3.83
N 0.52 1.07 2.66
O 0.01 0.42 1.76
C 1.52 2.07 2.31
C 2.14 2.80 3.31
C 3.11 3.73 2.97
C 3.45 3.92 1.64
C 2.82 3.19 0.64
C 1.85 2.26 0.97
H 1.88 2.65 4.35
H 3.61 4.30 3.75
H 4.21 4.65 1.38
H 3.08 3.35 -0.40
H 1.36 1.70 0.19
O 5.21 -0.59 -0.76
N 3.99 -0.63 -0.71
O 3.26 0.23 -1.16
C 3.37 -1.78 -0.06
C 4.17 -2.76 0.50
C 3.57 -3.84 1.14
C 2.18 -3.93 1.21
C 1.39 -2.94 0.63
C 1.98 -1.86 -0.01
H 5.25 -2.70 0.46
H 4.18 -4.61 1.59
H 1.72 -4.77 1.71
H 0.31 -3.01 0.68
H 1.36 -1.09 -0.45
O 4.80 8.45 1.22
N 4.65 7.53 0.45
O 3.70 6.77 0.45
C 5.69 7.32 -0.56
C 6.80 8.15 -0.58
C 7.80 7.93 -1.53
C 7.67 6.90 -2.45
C 6.54 6.08 -2.43
C 5.55 6.29 -1.48
H 6.91 8.96 0.13
H 8.67 8.56 -1.54
H 8.45 6.73 -3.18
H 6.44 5.28 -3.15
H 4.67 5.65 -1.48
O 3.46 -6.96 0.24
N 2.51 -7.71 0.20
O 2.20 -8.48 1.08
C 1.66 -7.66 -0.99
C 2.00 -6.81 -2.04
C 1.21 -6.79 -3.18
C 0.09 -7.61 -3.27
C -0.24 -8.45 -2.21
C 0.54 -8.48 -1.07
H 2.87 -6.17 -1.97
H 1.47 -6.13 -4.00
H -0.52 -7.59 -4.16
H -1.12 -9.09 -2.28
H 0.28 -9.14 -0.26
H -5.14 3.39 3.57
N -4.31 2.80 3.70
C -4.34 1.85 2.83
C -3.12 0.87 2.84
C -5.48 1.67 1.78
P -7.19 1.36 2.47
F -7.17 -0.08 3.36
H -2.23 1.45 2.51
H -3.34 0.05 2.12
H -2.90 0.47 3.85
H -5.26 0.85 1.06
H -5.56 2.63 1.19
H -7.51 2.38 3.44
*
```

Calculated values
- gap between HOMO and LUMO (eV) = 8.42
- SMILES = O=[N+]([O-])c1ccccc1.O=[N+]([O-])c1ccccc1.O=[N+]([O-])c1ccccc1.O=[N+]([O-])c1ccccc1.O=[N+]([O-])c1ccccc1.[H]/N=C(/C)CPF
- F_max (eV/Å) = 2.18
- E_LUMO (eV) = -0.7
- highest occupied orbital energy (eV) = -9.11
- DFT total energy (a.u.) = -2798.38070

# 4
Here is C33H32IIrN6O5 as an isolated structure in a non-equilibrium geometry from the Open Molecules 2025 dataset. Energies are from ωB97M-V/def2-TZVPD.

```
! wB97M-V def2-TZVPD RIJCOSX def2/J DEFGRID3
* xyz 1 2
Ir 0.33 -1.16 0.24
C 0.76 -1.93 -4.29
C -0.65 -1.80 -3.78
N -1.64 -1.91 -4.63
C -2.90 -1.79 -4.18
C -3.23 -1.58 -2.87
C -4.68 -1.44 -2.48
O -4.97 -0.18 -1.89
C -2.18 -1.47 -1.93
C -2.54 -1.23 -0.54
N -1.73 -1.07 0.45
C -2.32 -0.63 1.69
C -3.27 0.39 1.62
C -3.86 0.88 2.78
C -3.50 0.37 4.01
C -2.54 -0.64 4.08
C -1.96 -1.13 2.93
I -0.56 -2.66 3.12
C -0.87 -1.57 -2.40
O 0.23 -1.49 -1.67
H 0.73 -2.11 -5.36
H 1.28 -2.75 -3.80
H 1.32 -1.02 -4.09
H -3.68 -1.88 -4.93
H -4.97 -2.19 -1.74
H -5.30 -1.61 -3.37
H -4.98 0.49 -2.58
H -3.60 -1.15 -0.33
H -3.52 0.81 0.66
H -4.60 1.67 2.71
H -3.95 0.75 4.91
H -2.26 -1.04 5.05
C 5.12 1.78 0.30
C 5.34 0.62 1.02
C 4.43 -0.43 0.95
C 3.30 -0.28 0.16
C 3.06 0.87 -0.56
C 3.98 1.91 -0.49
N 2.36 -1.37 0.08
N 2.86 -2.50 -0.01
C 1.91 -3.52 -0.03
C 2.30 -4.84 -0.24
C 1.32 -5.81 -0.34
C -0.02 -5.45 -0.22
C -0.40 -4.13 0.02
C 0.57 -3.15 0.13
H 5.83 2.59 0.35
H 6.22 0.52 1.64
H 4.58 -1.34 1.50
H 2.19 0.94 -1.20
H 3.83 2.80 -1.08
H 3.35 -5.07 -0.35
H 1.60 -6.84 -0.51
H -0.78 -6.21 -0.30
H -1.45 -3.89 0.13
N -0.14 0.95 -0.47
C -0.16 2.10 -0.45
N -0.19 3.40 -0.46
C 0.88 4.16 -1.13
C 1.66 4.93 -0.07
O 0.79 5.73 0.70
C -0.13 4.93 1.43
C -1.03 4.15 0.49
H 0.42 4.86 -1.83
H 1.51 3.47 -1.68
H 2.38 5.60 -0.55
H 2.20 4.23 0.57
H -0.71 5.61 2.04
H 0.41 4.23 2.08
H -1.66 4.83 -0.09
H -1.64 3.44 1.05
C 1.87 1.41 3.21
C 0.67 0.95 2.42
O -0.33 1.62 2.28
O 0.85 -0.26 1.93
H 1.67 2.38 3.67
H 2.74 1.47 2.56
H 2.09 0.68 3.99
*
```

Calculated values
- relative energy (zero: lowest compared OMol25 entry of this formula, charge and spin) (eV) = 0.108
- gap between HOMO and LUMO (alpha / beta) (eV) = 7.49 / 5.87
- F_max (eV/Å) = 1.25
- E_LUMO (alpha / beta) (eV) = -3.6 / -5.2
- highest occupied orbital energy (alpha / beta) (eV) = -11.08 / -11.07
- DFT total energy (a.u.) = -2383.23306

# 5
Here is C33H32N2O4PV as an isolated structure in a non-equilibrium geometry from the Open Molecules 2025 dataset. Energies are from ωB97M-V/def2-TZVPD.

```
! wB97M-V def2-TZVPD RIJCOSX def2/J DEFGRID3
* xyz 2 3
V 0.06 -0.03 0.31
O -1.72 -2.41 6.43
C -1.63 -1.03 6.19
C -1.06 -0.81 4.82
C -0.41 0.37 4.46
C 0.05 0.51 3.16
N -0.14 -0.40 2.22
C -0.79 -1.53 2.55
C -1.24 -1.78 3.84
C -1.11 -2.37 1.39
C -1.61 -3.66 1.46
C -1.98 -4.31 0.29
C -2.46 -5.73 0.34
O -2.09 -6.30 1.57
C -1.88 -3.60 -0.91
C -1.36 -2.33 -0.89
N -0.94 -1.72 0.22
H -1.95 -2.56 7.36
H -1.01 -0.52 6.94
H -2.63 -0.56 6.21
H -0.26 1.16 5.18
H 0.60 1.40 2.87
H -1.75 -2.69 4.11
H -1.69 -4.18 2.40
H -2.02 -6.29 -0.50
H -3.56 -5.73 0.21
H -2.38 -7.22 1.60
H -2.17 -4.05 -1.84
H -1.27 -1.76 -1.81
O -0.32 0.68 -1.60
C 0.60 -0.08 -1.51
C 1.63 -0.70 -2.26
C 1.86 -0.61 -3.64
C 2.96 -1.27 -4.16
C 3.81 -2.00 -3.35
C 3.59 -2.09 -1.98
C 2.50 -1.45 -1.43
P 2.08 -1.29 0.34
C 1.82 -2.98 0.92
C 1.59 -4.03 0.03
C 1.36 -5.30 0.53
C 1.35 -5.52 1.90
C 1.55 -4.47 2.78
C 1.77 -3.20 2.29
C 3.71 -0.76 0.94
C 4.17 0.46 0.43
C 5.46 0.88 0.69
C 6.30 0.08 1.44
C 5.86 -1.13 1.95
C 4.56 -1.55 1.70
H 1.20 -0.03 -4.27
H 3.15 -1.20 -5.22
H 4.66 -2.50 -3.79
H 4.27 -2.64 -1.34
H 1.61 -3.86 -1.04
H 1.21 -6.12 -0.15
H 1.18 -6.52 2.28
H 1.54 -4.65 3.84
H 1.93 -2.37 2.97
H 3.50 1.06 -0.19
H 5.81 1.83 0.30
H 7.31 0.40 1.64
H 6.52 -1.75 2.53
H 4.22 -2.50 2.09
C 2.55 3.10 1.92
C 1.23 3.24 1.16
O 1.01 2.13 0.27
H 2.58 3.79 2.76
H 3.39 3.30 1.27
H 2.65 2.08 2.30
H 1.23 4.17 0.58
H 0.37 3.27 1.84
H 1.38 2.38 -0.59
*
```

Calculated values
- relative energy (zero: lowest compared OMol25 entry of this formula, charge and spin) (eV) = 0.309
- gap between HOMO and LUMO (alpha / beta) (eV) = 7.95 / 7.60
- F_max (eV/Å) = 3.39
- E_LUMO (alpha / beta) (eV) = -6.2 / -6.4
- highest occupied orbital energy (alpha / beta) (eV) = -14.10 / -13.97
- DFT total energy (a.u.) = -2972.08485

# 6
Here is a 2-piece molecular cluster, C33H32N3O overall in a non-equilibrium geometry from the Open Molecules 2025 dataset. Energies are from ωB97M-V/def2-TZVPD.

```
! wB97M-V def2-TZVPD RIJCOSX def2/J DEFGRID3
* xyz 1 1
C -3.63 -2.97 -0.09
N -2.32 -2.61 -0.58
C -1.84 -3.11 -1.78
O -2.38 -3.92 -2.50
C -0.53 -2.39 -2.06
C -0.60 -1.69 -3.42
C -1.69 -0.67 -3.45
C -2.99 -1.03 -3.81
C -4.01 -0.11 -3.77
C -3.76 1.19 -3.37
C -2.48 1.55 -2.98
C -1.46 0.63 -3.02
N -0.34 -1.42 -0.95
C 0.82 -0.76 -0.68
C 0.93 0.16 0.35
C 2.12 0.62 0.85
C 2.24 1.50 1.96
C 3.50 1.71 2.55
C 3.65 2.53 3.64
C 2.55 3.18 4.17
C 1.29 3.00 3.61
C 1.14 2.17 2.52
C -1.47 -1.55 0.01
C -1.01 -1.89 1.39
C -0.37 -3.02 1.65
C 0.12 -3.43 2.97
C 0.72 -4.68 3.13
C 1.20 -5.08 4.36
C 1.10 -4.25 5.45
C 0.50 -3.01 5.32
C 0.02 -2.61 4.09
H -4.05 -3.73 -0.75
H -3.55 -3.38 0.92
H -4.28 -2.10 -0.07
H 0.29 -3.11 -2.02
H 0.36 -1.21 -3.64
H -0.76 -2.44 -4.21
H -3.18 -2.05 -4.08
H -5.01 -0.40 -4.05
H -4.56 1.91 -3.33
H -2.29 2.56 -2.65
H -0.47 0.89 -2.69
H 1.70 -1.02 -1.25
H 0.01 0.48 0.81
H 3.03 0.24 0.42
H 4.35 1.19 2.14
H 4.62 2.66 4.09
H 2.67 3.83 5.03
H 0.44 3.51 4.03
H 0.16 2.05 2.09
H -2.03 -0.61 0.00
H -1.18 -1.18 2.17
H -0.20 -3.70 0.84
H 0.80 -5.33 2.28
H 1.67 -6.05 4.46
H 1.48 -4.56 6.41
H 0.41 -2.36 6.17
H -0.45 -1.64 3.99
N 1.74 3.99 -1.94
C 0.98 4.00 -3.02
C 0.93 5.03 -3.93
C 1.72 6.13 -3.72
C 2.52 6.15 -2.61
C 2.49 5.06 -1.76
H 0.36 3.13 -3.17
H 0.28 4.97 -4.79
H 1.70 6.96 -4.41
H 3.16 6.99 -2.40
H 3.12 5.06 -0.89
*
```

Calculated values
- relative energy (zero: lowest compared OMol25 entry of this formula, charge and spin) (eV) = 0.000
- gap between HOMO and LUMO (eV) = 6.60
- F_max (eV/Å) = 3.39
- E_LUMO (eV) = -4.7
- highest occupied orbital energy (eV) = -11.30
- DFT total energy (a.u.) = -1515.96750